C68H187N17O17 | the ωB97M-V functional and the def2-TZVPD basis

HOMO level = -8.74 eV
LUMO level = 0.380 eV
relative energy (zero: lowest compared OMol25 entry of this formula, charge and spin) = 7.177 eV
DFT total energy = -133673.1778 eV

Each atom is followed by the atoms it is bonded to, with distances in Å.
Positions of all 289 atoms, in Å:
1 H -9.711 7.418 1.048  C133 1.090
2 C -16.079 11.502 1.475  O15 1.430, H184 1.090, H191 1.090, C230 1.595
3 H -17.489 15.693 6.605  C269 1.090
4 C -19.447 7.608 0.107  H58 1.090, C121 1.524, H167 1.090, H241 1.090
5 C -15.477 5.981 -4.502  H139 1.090, C140 1.548, H145 1.090, H157 1.090
6 H -20.551 8.752 3.716  C234 1.090
7 H -16.022 8.603 -3.159  C20 1.090
8 H -10.150 10.199 1.433  C148 1.090
9 H -13.563 8.092 -0.712  C207 1.090
10 H -21.403 20.085 1.191  C51 1.090
11 C -17.009 15.214 -2.882  C31 1.534, H173 1.090, C181 1.532, N278 1.464
12 H -11.302 3.816 2.249  C83 1.090
13 H -23.005 10.440 5.764  C144 1.090
14 C -15.006 9.967 8.843  H98 1.090, H138 1.090, C176 1.541, H187 1.090
15 O -14.676 11.494 1.200  C2 1.430, C23 1.405
16 C -19.283 12.776 0.087  H214 1.090, O225 1.453, H285 1.090, H287 1.090
17 H -19.355 19.248 -0.233  C127 1.090
18 H -16.619 8.173 9.766  N34 1.010
19 H -16.123 11.165 3.626  C230 1.090
20 C -16.216 7.630 -2.708  H7 1.090, H115 1.090, C140 1.511, O233 1.517
21 H -11.149 3.176 3.800  C83 1.090
22 H -23.790 11.518 7.733  N161 1.010
23 C -14.120 12.281 0.178  O15 1.405, H147 1.090, H152 1.090, H163 1.090
24 N -16.844 14.162 4.502  C26 1.408, H94 1.010, H239 1.010
25 C -21.821 11.033 7.468  C45 1.514, C144 1.575, N161 1.458, H168 1.090
26 C -17.024 13.810 5.854  N24 1.408, C125 1.513, H151 1.090, C269 1.549
27 C -7.493 13.515 -1.267  C66 1.546, H165 1.090, C272 1.492, N276 1.432
28 H -16.572 14.943 -6.095  C119 1.090
29 H -20.864 17.157 1.515  C210 1.090
30 C -21.460 16.302 5.565  C204 1.533, N256 1.459, H268 1.090, C283 1.547
31 C -17.707 14.248 -3.847  C11 1.534, H62 1.090, O216 1.410, H274 1.090
32 N -15.282 11.127 -4.459  C116 1.434, H146 1.010, H221 1.010
33 C -12.366 10.650 4.051  H80 1.090, C131 1.539, H188 1.090, H196 1.090
34 N -17.115 9.040 9.616  H18 1.010, H56 1.010, C176 1.457
35 H -20.052 12.393 5.090  C75 1.090
36 H -11.529 9.241 -2.522  C237 1.090
37 H -9.380 14.543 0.620  C76 1.090
38 H -10.901 5.635 5.471  C107 1.090
39 C -15.224 19.935 0.176  H50 1.090, C53 1.519, N59 1.456, C120 1.583
40 H -11.943 7.834 4.807  C251 1.090
41 H -16.432 4.531 5.992  C175 1.090
42 H -13.046 2.235 5.157  C128 1.090
43 H -17.299 20.245 0.480  C53 1.090
44 H -7.274 15.686 -1.373  C66 1.090
45 C -20.735 10.600 8.429  C25 1.514, H49 1.090, H84 1.090, H124 1.090
46 H -23.547 13.985 -3.413  N265 1.010
47 C -13.089 7.320 6.493  H89 1.090, H117 1.090, H245 1.090, C251 1.515
48 N -17.702 6.851 -4.592  C140 1.447, H263 1.010, H270 1.010
49 H -20.477 11.309 9.216  C45 1.090
50 H -15.008 20.209 1.208  C39 1.090
51 C -21.517 19.490 0.285  H10 1.090, H88 1.090, C127 1.504, H190 1.090
52 H -11.522 10.770 -1.634  C237 1.090
53 C -16.664 19.466 0.060  C39 1.519, H43 1.090, H217 1.090, H235 1.090
54 H -21.098 14.443 6.584  C283 1.090
55 H -15.667 6.051 4.440  N288 1.010
56 H -18.084 8.773 9.520  N34 1.010
57 H -22.573 14.416 5.563  C283 1.090
58 H -18.783 7.164 -0.635  C4 1.090
59 N -14.926 21.188 -0.503  C39 1.456, H159 1.010, H264 1.010
60 H -19.481 15.117 1.841  C243 1.090
61 H -12.577 14.325 -3.707  C260 1.090
62 H -18.267 13.495 -3.292  C31 1.090
63 H -22.537 9.114 6.917  C144 1.090
64 H -15.097 8.985 2.555  C236 1.090
65 H -9.089 5.522 -0.611  C109 1.090
66 C -6.837 14.797 -1.827  C27 1.546, H44 1.090, H74 1.090, H219 1.090
67 H -22.459 12.313 -2.319  C286 1.090
68 H -7.986 12.596 3.167  C248 1.090
69 H -19.501 7.593 6.090  C172 1.090
70 H -21.357 9.026 -4.279  C183 1.090
71 H -23.939 13.968 -1.935  N265 1.010
72 H -9.605 7.698 -1.261  C126 1.090
73 C -17.865 3.603 4.587  H153 1.090, C175 1.568, H177 1.090, H257 1.090
74 H -5.825 14.847 -1.424  C66 1.090
75 C -20.642 12.810 4.274  H35 1.090, O164 1.416, H222 1.090, H238 1.090
76 C -10.112 14.861 -0.123  H37 1.090, H142 1.090, H162 1.090, O208 1.398
77 O -14.198 17.811 0.684  C120 1.395, C206 1.416
78 H -18.725 14.644 8.405  C134 1.090
79 H -13.537 7.759 3.551  N180 1.010
80 H -12.074 9.786 4.648  C33 1.090
81 H -9.987 9.440 2.953  C148 1.090
82 N -20.057 9.727 0.851  C121 1.444, H160 1.010, H279 1.010
83 C -10.942 4.089 3.242  H12 1.090, H21 1.090, H186 1.090, O254 1.471
84 H -20.962 9.698 8.997  C45 1.090
85 H -12.146 9.388 1.193  N92 1.010
86 N -20.633 17.949 -1.160  H106 1.010, C127 1.462, H194 1.010
87 H -13.578 9.968 -4.275  C116 1.090
88 H -21.943 20.044 -0.552  C51 1.090
89 H -12.251 7.284 7.188  C47 1.090
90 H -9.404 12.589 -1.284  C272 1.090
91 H -18.492 15.350 -1.469  N278 1.010
92 N -12.575 9.321 2.105  H85 1.010, C131 1.448, H258 1.010
93 N -11.710 6.670 1.168  C133 1.497, H200 1.010, H223 1.010
94 H -17.357 14.986 4.222  N24 1.010
95 H -12.202 13.779 -1.982  C260 1.090
96 O -9.673 11.459 3.135  C148 1.427, C248 1.378
97 H -21.999 13.349 -0.168  C266 1.090
98 H -14.461 10.728 8.285  C14 1.090
99 H -20.904 14.549 -0.856  C266 1.090
100 O -11.043 9.019 -0.575  C126 1.433, C237 1.373
101 H -17.562 16.562 -1.463  N278 1.010
102 H -21.603 7.871 4.828  C234 1.090
103 O -18.982 16.751 0.751  C210 1.441, C243 1.422
104 H -19.720 16.193 6.822  C204 1.090
105 H -13.904 16.000 -0.472  C206 1.090
106 H -20.174 17.083 -0.916  N86 1.010
107 C -11.842 5.707 4.925  H38 1.090, H108 1.090, C251 1.530, O254 1.461
108 H -12.522 4.922 5.257  C107 1.090
109 C -9.801 5.429 0.209  H65 1.090, C133 1.526, H149 1.090, H185 1.090
110 H -15.126 14.559 -5.006  C119 1.090
111 H -12.523 16.757 0.088  C206 1.090
112 H -13.466 15.851 1.182  C206 1.090
113 H -21.696 13.434 -4.461  C209 1.090
114 H -13.972 1.183 4.006  C128 1.090
115 H -17.076 7.740 -2.047  C20 1.090
116 C -13.974 10.757 -4.915  N32 1.434, H87 1.090, C123 1.585, C280 1.534
117 H -13.825 6.591 6.833  C47 1.090
118 H -22.837 12.344 8.525  N161 1.010
119 C -16.000 14.195 -5.547  H28 1.090, H110 1.090, O216 1.409, H220 1.090
120 C -14.206 18.814 -0.287  C39 1.583, O77 1.395, H255 1.090, H289 1.090
121 C -19.601 9.056 -0.344  C4 1.524, N82 1.444, C201 1.508, H231 1.090
122 H -22.333 17.881 6.409  N256 1.010
123 C -13.074 12.039 -4.669  C116 1.585, H150 1.090, O189 1.471, H197 1.090
124 H -19.787 10.418 7.923  C45 1.090
125 C -16.192 12.584 6.162  C26 1.513, H137 1.090, H178 1.090, H246 1.090
126 C -10.594 7.677 -0.803  H72 1.090, O100 1.433, C133 1.544, H135 1.090
127 C -20.260 18.703 0.037  H17 1.090, C51 1.504, N86 1.462, C210 1.553
128 C -13.915 1.592 5.014  H42 1.090, H114 1.090, O182 1.455, H211 1.090
129 H -15.542 15.264 -1.240  C181 1.090
130 H -15.704 15.386 6.697  C269 1.090
131 C -11.851 10.467 2.612  C33 1.539, N92 1.448, C148 1.527, H205 1.090
132 H -5.799 12.334 -1.245  N276 1.010
133 C -10.398 6.811 0.460  H1 1.090, N93 1.497, C109 1.526, C126 1.544
134 C -17.839 14.079 8.695  H78 1.090, H227 1.090, H242 1.090, O253 1.400
135 H -11.185 7.133 -1.540  C126 1.090
136 H -23.363 16.761 6.054  N256 1.010
137 H -16.081 12.539 7.246  C125 1.090
138 H -14.787 10.316 9.852  C14 1.090
139 H -14.828 5.416 -3.833  C5 1.090
140 C -16.648 6.532 -3.653  C5 1.548, C20 1.511, N48 1.447, H224 1.090
141 H -20.267 17.846 6.464  C204 1.090
142 H -10.958 14.180 -0.030  C76 1.090
143 H -10.057 9.984 -2.112  C237 1.090
144 C -22.208 9.989 6.355  H13 1.090, C25 1.575, H63 1.090, O284 1.392
145 H -14.924 6.859 -4.837  C5 1.090
146 H -15.050 11.399 -3.514  N32 1.010
147 H -14.171 13.328 0.477  C23 1.090
148 C -10.332 10.367 2.494  H8 1.090, H81 1.090, O96 1.427, C131 1.527
149 H -9.467 4.998 1.152  C109 1.090
150 H -13.222 12.848 -5.383  C123 1.090
151 H -18.055 13.487 5.997  C26 1.090
152 H -13.081 12.116 -0.107  C23 1.090
153 H -18.688 4.202 4.976  C73 1.090
154 H -16.350 5.381 3.216  N288 1.010
155 H -16.592 13.833 -1.338  C181 1.090
156 H -13.603 6.201 3.637  N180 1.010
157 H -15.655 5.304 -5.337  C5 1.090
158 H -8.568 12.034 1.551  C248 1.090
159 H -14.028 21.591 -0.278  N59 1.010
160 H -20.948 9.346 1.136  N82 1.010
161 N -22.969 11.367 8.303  H22 1.010, C25 1.458, H118 1.010
162 H -10.523 15.855 0.051  C76 1.090
163 H -14.638 12.182 -0.776  C23 1.090
164 O -20.752 14.197 4.540  C75 1.416, C283 1.466
165 H -7.539 13.751 -0.204  C27 1.090
166 O -18.043 8.660 6.914  C169 1.436, C172 1.381
167 H -20.389 7.059 0.106  C4 1.090
168 H -21.463 11.922 6.949  C25 1.090
169 C -16.643 8.896 7.126  O166 1.436, C176 1.541, H195 1.090, H244 1.090
170 H -22.297 9.023 3.742  C234 1.090
171 H -14.405 4.177 4.564  C192 1.090
172 C -18.422 7.709 5.987  H69 1.090, O166 1.381, H202 1.090, H229 1.090
173 H -16.506 16.043 -3.378  C11 1.090
174 H -19.662 18.251 2.072  C210 1.090
175 C -16.489 4.266 4.936  H41 1.090, C73 1.568, C192 1.542, N288 1.477
176 C -16.464 9.645 8.462  C14 1.541, N34 1.457, C169 1.541, H226 1.090
177 H -17.968 3.572 3.502  C73 1.090
178 H -15.155 12.536 5.831  C125 1.090
179 H -17.759 15.208 1.426  C243 1.090
180 N -13.754 7.021 4.206  H79 1.010, H156 1.010, C251 1.443
181 C -16.017 14.555 -1.918  C11 1.532, H129 1.090, H155 1.090, H228 1.090
182 O -15.154 2.308 5.281  C128 1.455, C192 1.424
183 C -21.234 8.187 -3.594  H70 1.090, H215 1.090, O247 1.484, H267 1.090
184 H -16.650 11.140 0.620  C2 1.090
185 H -10.595 4.785 -0.170  C109 1.090
186 H -9.860 4.139 3.127  C83 1.090
187 H -14.421 9.069 8.644  C14 1.090
188 H -13.424 10.863 4.205  C33 1.090
189 O -13.115 12.434 -3.253  C123 1.471, C260 1.449
190 H -22.369 18.863 0.545  C51 1.090
191 H -16.437 12.529 1.553  C2 1.090
192 C -15.241 3.483 4.480  H171 1.090, C175 1.542, O182 1.424, H275 1.090
193 H -16.647 8.687 1.893  C236 1.090
194 H -21.610 17.698 -1.126  N86 1.010
195 H -16.192 7.911 7.245  C169 1.090
196 H -11.862 11.510 4.490  C33 1.090
197 H -12.053 11.702 -4.845  C123 1.090
198 H -11.217 13.242 -3.394  C260 1.090
199 H -8.987 13.291 -2.797  C272 1.090
200 H -11.617 6.233 2.073  N93 1.010
201 C -20.562 9.229 -1.494  C121 1.508, H212 1.090, O247 1.413, H281 1.090
202 H -17.940 6.737 6.096  C172 1.090
203 H -18.334 16.183 2.708  C243 1.090
204 C -20.112 16.851 6.046  C30 1.533, H104 1.090, H141 1.090, H240 1.090
205 H -12.176 11.369 2.094  C131 1.090
206 C -13.559 16.584 0.381  O77 1.416, H105 1.090, H111 1.090, H112 1.090
207 C -14.564 8.364 -1.046  H9 1.090, O233 1.477, H259 1.090, H277 1.090
208 O -9.660 14.672 -1.432  C76 1.398, C272 1.455
209 C -21.174 13.516 -3.508  H113 1.090, H213 1.090, H250 1.090, C286 1.518
210 C -19.977 17.698 1.187  H29 1.090, O103 1.441, C127 1.553, H174 1.090
211 H -13.893 0.698 5.637  C128 1.090
212 H -21.562 9.019 -1.114  C201 1.090
213 H -20.657 14.475 -3.474  C209 1.090
214 H -19.674 12.772 1.105  C16 1.090
215 H -20.936 7.366 -4.247  C183 1.090
216 O -16.870 13.490 -4.691  C31 1.410, C119 1.409
217 H -16.972 19.080 -0.911  C53 1.090
218 H -14.357 9.372 -6.470  C280 1.090
219 H -6.827 15.015 -2.895  C66 1.090
220 H -15.645 13.443 -6.251  C119 1.090
221 H -15.649 11.963 -4.891  N32 1.010
222 H -20.034 12.615 3.391  C75 1.090
223 H -11.854 7.605 1.520  N93 1.010
224 H -16.910 5.653 -3.064  C140 1.090
225 O -20.258 12.526 -0.961  C16 1.453, C266 1.450
226 H -16.926 10.620 8.313  C176 1.090
227 H -18.035 13.112 8.232  C134 1.090
228 H -15.217 14.020 -2.428  C181 1.090
229 H -18.279 8.131 4.993  C172 1.090
230 C -16.516 10.648 2.750  C2 1.595, H19 1.090, C236 1.504, N249 1.460
231 H -18.603 9.320 -0.692  C121 1.090
232 H -16.410 8.637 3.631  C236 1.090
233 O -15.037 7.217 -1.847  C20 1.517, C207 1.477
234 C -21.422 8.841 4.366  H6 1.090, H102 1.090, H170 1.090, O284 1.450
235 H -16.827 18.694 0.812  C53 1.090
236 C -16.154 9.188 2.726  H64 1.090, H193 1.090, C230 1.504, H232 1.090
237 C -11.051 9.790 -1.711  H36 1.090, H52 1.090, O100 1.373, H143 1.090
238 H -21.587 12.292 4.114  C75 1.090
239 H -17.187 13.424 3.904  N24 1.010
240 H -19.338 16.911 5.282  C204 1.090
241 H -19.027 7.482 1.105  C4 1.090
242 H -17.879 13.985 9.780  C134 1.090
243 C -18.629 15.788 1.736  H60 1.090, O103 1.422, H179 1.090, H203 1.090
244 H -16.246 9.406 6.249  C169 1.090
245 H -13.627 8.263 6.588  C47 1.090
246 H -16.770 11.731 5.807  C125 1.090
247 O -20.179 8.399 -2.572  C183 1.484, C201 1.413
248 C -8.443 11.782 2.604  H68 1.090, O96 1.378, H158 1.090, H273 1.090
249 N -17.957 10.671 2.981  C230 1.460, H261 1.010, H271 1.010
250 H -20.379 12.776 -3.413  C209 1.090
251 C -12.611 7.020 5.087  H40 1.090, C47 1.515, C107 1.530, N180 1.443
252 H -14.187 11.105 -7.098  C280 1.090
253 O -16.691 14.709 8.198  C134 1.400, C269 1.395
254 O -11.632 5.357 3.522  C83 1.471, C107 1.461
255 H -14.486 18.454 -1.277  C120 1.090
256 N -22.449 16.879 6.468  C30 1.459, H122 1.010, H136 1.010
257 H -17.916 2.583 4.966  C73 1.090
258 H -13.477 9.729 1.907  N92 1.010
259 H -15.223 8.629 -0.219  C207 1.090
260 C -12.205 13.542 -3.046  H61 1.090, H95 1.090, O189 1.449, H198 1.090
261 H -18.435 10.346 2.153  N249 1.010
262 H -6.537 12.516 -2.597  N276 1.010
263 H -18.380 7.153 -3.907  N48 1.010
264 H -15.614 21.831 -0.138  N59 1.010
265 N -23.176 14.278 -2.520  H46 1.010, H71 1.010, C286 1.465
266 C -21.295 13.538 -0.978  H97 1.090, H99 1.090, O225 1.450, C286 1.552
267 H -22.218 7.974 -3.176  C183 1.090
268 H -21.713 16.506 4.524  C30 1.090
269 C -16.704 14.972 6.828  H3 1.090, C26 1.549, H130 1.090, O253 1.395
270 H -17.528 7.712 -5.089  N48 1.010
271 H -18.212 10.037 3.725  N249 1.010
272 C -8.913 13.458 -1.722  C27 1.492, H90 1.090, H199 1.090, O208 1.455
273 H -7.729 10.970 2.745  C248 1.090
274 H -18.450 14.793 -4.430  C31 1.090
275 H -15.281 3.092 3.463  C192 1.090
276 N -6.736 12.353 -1.621  C27 1.432, H132 1.010, H262 1.010
277 H -14.364 9.125 -1.801  C207 1.090
278 N -18.021 15.955 -2.127  C11 1.464, H91 1.010, H101 1.010
279 H -20.388 10.634 0.555  N82 1.010
280 C -13.867 10.342 -6.388  C116 1.534, H218 1.090, H252 1.090, H282 1.090
281 H -20.497 10.285 -1.755  C201 1.090
282 H -12.847 10.285 -6.767  C280 1.090
283 C -21.541 14.759 5.639  C30 1.547, H54 1.090, H57 1.090, O164 1.466
284 O -21.197 9.819 5.413  C144 1.392, C234 1.450
285 H -18.432 12.096 0.085  C16 1.090
286 C -22.077 13.334 -2.302  H67 1.090, C209 1.518, N265 1.465, C266 1.552
287 H -18.846 13.774 0.067  C16 1.090
288 N -16.508 5.546 4.200  H55 1.010, H154 1.010, C175 1.477
289 H -13.202 19.233 -0.338  C120 1.090